1.
{
  "formula": "C4H5NO",
  "method": "ωB97M-V/def2-TZVPD",
  "relative_energy_kj_mol": 539.27,
  "energy_ev": -7760.937,
  "gap_ev": 9.54,
  "homo_energy_ev": -8.726,
  "smiles": "C1=N[C@H]2O[C@@H]2C1",
  "symbols": ["C", "N", "C", "O", "C", "C", "H", "H", "H", "H", "H"],
  "coordinates": [[0.00, -0.49, 1.15], [-0.94, 0.40, 1.17], [-1.07, 0.63, -0.29], [-0.67, 1.47, -1.33], [0.41, 0.73, -0.73], [0.72, -0.68, -0.24], [0.26, -1.04, 2.06], [-1.74, -0.15, -0.69], [0.98, 1.45, -0.12], [0.25, -1.50, -0.80], [1.79, -0.90, -0.13]],
  "lowdin_charge": [-0.14, 0.10, -0.31, 0.05, -0.21, -0.11, 0.11, 0.15, 0.13, 0.12, 0.10]
}

***

2.
{
  "formula": "C4H5NO",
  "method": "ωB97M-V/def2-TZVPD",
  "relative_energy_kj_mol": 165.08,
  "energy_ev": -7764.816,
  "gap_ev": 10.83,
  "homo_energy_ev": -9.979,
  "smiles": "C#CCNC=O",
  "symbols": ["C", "C", "C", "N", "C", "O", "H", "H", "H", "H", "H"],
  "coordinates": [[0.22, 1.28, 2.33], [-0.11, 0.89, 1.23], [-0.51, 0.36, -0.07], [-0.30, -1.08, -0.12], [0.10, -1.69, -1.26], [0.22, -1.13, -2.33], [0.52, 1.61, 3.29], [0.08, 0.81, -0.87], [-1.56, 0.61, -0.27], [-0.32, -1.60, 0.75], [0.30, -2.77, -1.11]],
  "lowdin_charge": [0.11, -0.12, -0.20, 0.02, -0.37, 0.02, 0.03, 0.13, 0.13, 0.13, 0.13]
}

***

3.
{
  "formula": "C4H5NO",
  "method": "ωB97M-V/def2-TZVPD",
  "relative_energy_kj_mol": 344.45,
  "energy_ev": -7762.956,
  "gap_ev": 9.36,
  "homo_energy_ev": -8.539,
  "smiles": "O[C@]12C=C[C@H]1N2",
  "symbols": ["O", "C", "C", "C", "C", "N", "H", "H", "H", "H", "H"],
  "coordinates": [[-1.10, -0.14, 1.62], [-0.19, -0.13, 0.60], [0.75, 1.00, 0.19], [0.61, 0.70, -1.10], [-0.32, -0.47, -0.82], [0.41, -1.38, 0.15], [-1.47, 0.76, 1.67], [1.45, 1.62, 0.75], [1.09, 1.06, -2.01], [-1.17, -0.84, -1.38], [-0.26, -2.12, 0.40]],
  "lowdin_charge": [0.06, -0.55, 0.02, -0.01, -0.18, 0.12, 0.11, 0.10, 0.09, 0.13, 0.10]
}